{
  "formula": "C21H43N5O11",
  "method": "ωB97M-V/def2-TZVPD",
  "symbols": ["C", "C", "O", "C", "O", "O", "H", "H", "H", "H", "C", "C", "O", "C", "O", "O", "H", "H", "H", "H", "C", "C", "O", "N", "C", "H", "H", "H", "H", "H", "H", "H", "C", "C", "O", "N", "C", "H", "H", "H", "H", "H", "H", "H", "C", "C", "O", "N", "C", "H", "H", "H", "H", "H", "H", "H", "C", "C", "O", "N", "C", "H", "H", "H", "H", "H", "H", "H", "C", "C", "O", "N", "C", "H", "H", "H", "H", "H", "H", "H"],
  "positions_angstrom": [[1.685, -1.777, 3.550], [0.478, -2.526, 4.145], [-0.539, -1.555, 4.147], [-0.080, -0.339, 3.749], [-0.704, 0.667, 3.724], [1.209, -0.454, 3.378], [1.914, -2.179, 2.561], [2.583, -1.822, 4.161], [0.666, -2.859, 5.168], [0.308, -3.447, 3.584], [3.123, -2.375, -1.217], [4.244, -1.939, -2.194], [3.867, -2.621, -3.396], [3.043, -3.643, -3.088], [2.719, -4.516, -3.801], [2.631, -3.552, -1.793], [2.391, -1.568, -1.127], [3.575, -2.553, -0.240], [5.189, -2.355, -1.853], [4.169, -0.868, -2.344], [-2.980, -5.965, 1.716], [-1.561, -5.453, 1.800], [-0.967, -5.555, 2.871], [-1.127, -4.773, 0.721], [0.212, -4.286, 0.534], [-3.027, -6.696, 0.899], [-3.620, -5.203, 1.249], [-3.416, -6.288, 2.648], [-1.859, -4.543, 0.065], [0.410, -4.275, -0.536], [0.922, -5.012, 0.937], [0.485, -3.342, 1.011], [2.747, 8.460, 3.807], [1.405, 7.796, 3.661], [0.667, 7.637, 4.619], [1.128, 7.289, 2.436], [-0.130, 6.621, 2.209], [3.534, 8.131, 3.135], [3.090, 8.430, 4.837], [2.522, 9.523, 3.640], [1.665, 7.639, 1.664], [-0.220, 6.173, 1.225], [-0.989, 7.275, 2.393], [-0.298, 5.853, 2.967], [0.040, 0.388, -5.360], [0.897, 1.660, -5.350], [1.170, 2.271, -6.363], [1.261, 2.084, -4.106], [2.103, 3.235, -3.848], [0.709, -0.469, -5.454], [-0.500, 0.470, -6.300], [-0.581, 0.290, -4.475], [1.082, 1.445, -3.341], [1.480, 4.119, -3.693], [2.766, 3.388, -4.698], [2.680, 3.041, -2.946], [-0.386, -0.457, 0.091], [0.235, 0.831, -0.460], [0.715, 0.819, -1.582], [0.210, 1.858, 0.400], [0.734, 3.154, 0.042], [-0.661, -0.497, 1.141], [0.347, -1.193, -0.230], [-1.315, -0.556, -0.473], [-0.248, 1.748, 1.288], [1.744, 3.094, -0.359], [0.614, 3.978, 0.743], [0.160, 3.599, -0.788], [-5.685, -3.412, 0.045], [-4.616, -2.866, -0.902], [-3.819, -3.585, -1.486], [-4.615, -1.515, -1.018], [-3.816, -0.800, -1.982], [-6.119, -4.342, -0.306], [-6.507, -2.737, 0.292], [-5.170, -3.511, 1.006], [-5.236, -1.008, -0.416], [-4.424, -0.234, -2.690], [-3.119, -1.379, -2.579], [-3.191, -0.067, -1.463]],
  "lowdin_charge": [-0.11, -0.12, 0.07, -0.58, 0.16, 0.05, 0.11, 0.13, 0.13, 0.11, -0.14, -0.09, 0.07, -0.57, 0.19, 0.05, 0.11, 0.13, 0.13, 0.13, 0.00, -0.54, 0.02, 0.02, -0.07, 0.09, 0.05, 0.08, 0.12, 0.08, 0.10, 0.05, -0.01, -0.57, 0.05, 0.00, -0.09, 0.07, 0.08, 0.09, 0.13, 0.07, 0.09, 0.09, 0.00, -0.55, 0.03, -0.01, -0.07, 0.08, 0.08, 0.06, 0.07, 0.08, 0.08, 0.07, 0.04, -0.53, 0.03, 0.04, -0.06, 0.07, 0.06, 0.07, 0.13, 0.08, 0.07, 0.09, 0.00, -0.54, 0.03, 0.01, -0.08, 0.09, 0.07, 0.08, 0.13, 0.09, 0.09, 0.07],
  "molar_mass_g_mol": 541.60,
  "e_tot_ha": -1927.4723,
  "charge": 0,
  "lumo_energy_ha": 0.006,
  "relative_energy_kj_mol": 0.0
}